C3H3N5O | wB97M-V/def2-TZVPD

Results
molar mass	125.1	g/mol
charge	0
DFT total energy	-12654.6985	eV
orbital gap	10.2	eV
spin multiplicity	1
highest occupied orbital energy	-9.62	eV

Atoms and positions in Å:
H  2.921  -0.999  -0.082
N  1.939  -1.329  -0.019
C  1.171  -0.316  -0.049
O  1.483  1.032  -0.043
N  0.275  1.758  -0.180
C  -0.768  0.837  0.009
N  -2.059  0.829  0.000
N  -2.395  -0.504  -0.088
C  -1.339  -1.225  -0.065
N  -0.239  -0.380  0.051
H  0.268  2.584  0.487
H  -1.257  -2.287  -0.022

***

C25H18ClF6N7O10S2Y | wB97M-V/def2-TZVPD

Results
molar mass	878.9	g/mol
charge	+1
DFT total energy	-108664.5366	eV
orbital gap	9.5	eV
spin multiplicity	1
highest occupied orbital energy	-12.31	eV

Atoms and positions in Å:
Y  -0.714  -1.065  -0.365
O  -4.558  -3.241  3.918
C  -3.620  -2.527  4.527
O  -3.633  -2.321  5.707
C  -2.517  -1.972  3.676
C  -1.462  -1.211  4.173
Cl  -1.064  -0.748  5.741
N  -0.686  -0.844  3.134
N  -1.172  -1.325  1.986
C  -2.267  -2.014  2.292
C  -2.999  -2.612  1.125
O  -4.062  -3.211  1.287
O  -2.467  -2.373  -0.014
C  0.523  -0.067  3.129
C  1.740  -0.723  3.059
C  2.902  0.032  3.026
C  2.832  1.418  3.066
C  1.602  2.060  3.137
C  0.433  1.315  3.169
H  -4.413  -3.320  2.948
H  1.773  -1.804  3.039
H  3.863  -0.464  2.980
H  3.742  2.003  3.052
H  1.553  3.140  3.179
H  -0.538  1.791  3.233
F  1.652  -2.131  -4.645
C  2.081  -2.799  -3.584
F  2.859  -3.794  -3.955
F  2.765  -1.967  -2.790
S  0.633  -3.441  -2.644
O  -0.050  -2.204  -2.234
O  -0.077  -4.311  -3.506
N  1.264  -4.193  -1.429
S  1.806  -3.560  -0.113
O  1.106  -2.305  0.232
O  3.217  -3.526  0.042
C  1.131  -4.736  1.132
F  1.602  -5.947  0.936
F  -0.199  -4.741  1.047
F  1.482  -4.301  2.341
N  2.087  8.458  -4.961
C  2.024  7.456  -4.404
C  1.939  6.202  -3.703
C  1.161  5.170  -4.221
C  1.084  3.963  -3.549
C  1.771  3.805  -2.356
C  2.547  4.827  -1.830
C  2.637  6.027  -2.510
N  1.681  2.564  -1.655
C  2.733  1.848  -1.120
C  2.188  0.740  -0.561
N  0.818  0.767  -0.739
C  0.554  1.878  -1.403
H  0.635  5.312  -5.154
H  0.511  3.143  -3.961
H  3.065  4.687  -0.891
H  3.237  6.836  -2.116
H  3.751  2.179  -1.220
H  2.676  -0.076  -0.054
H  -0.424  2.216  -1.706
N  -5.172  -0.706  -0.064
C  -4.416  -0.427  -1.328
C  -3.031  0.101  -0.938
O  -2.818  0.401  0.256
O  -2.126  0.040  -1.813
H  -6.134  -0.375  -0.079
H  -4.643  -0.201  0.672
H  -5.160  -1.709  0.181
H  -4.971  0.272  -1.946
H  -4.265  -1.358  -1.867

***

Cl2NO3P | wB97M-V/def2-TZVPD

Results
molar mass	163.9	g/mol
charge	0
DFT total energy	-41964.3411	eV
orbital gap	10.2	eV
spin multiplicity	1
highest occupied orbital energy	-11.22	eV

Atoms and positions in Å:
O  -1.742  -0.279  -0.835
N  -1.022  -0.613  0.035
O  -1.230  -1.206  1.060
P  0.587  0.348  -0.009
O  0.658  1.669  0.852
Cl  2.008  -0.842  0.760
Cl  0.740  0.923  -1.863

***

C13H23F3NO4P2Pt | wB97M-V/def2-TZVPD

Results
molar mass	571.4	g/mol
charge	+1
DFT total energy	-53504.9553	eV
orbital gap (alpha / beta)	5.8 / 6.7	eV
spin multiplicity	3
highest occupied orbital energy (alpha / beta)	-9.31 / -12.87	eV
⟨S²⟩	2.006

Atoms and positions in Å:
Pt  0.008  0.367  0.266
P  -1.174  -0.078  2.167
C  -2.246  -1.404  1.485
C  -2.531  -1.164  0.032
N  -1.661  -0.404  -0.674
C  -1.883  -0.112  -1.978
C  -2.978  -0.655  -2.639
C  -3.861  -1.465  -1.933
C  -3.648  -1.716  -0.582
C  -0.904  0.769  -2.700
P  0.718  0.786  -1.837
H  -4.291  -2.338  0.043
H  -3.074  -0.411  -3.699
H  -4.720  -1.908  -2.441
H  -0.770  0.465  -3.747
H  -1.209  1.827  -2.689
H  -1.641  -2.316  1.641
H  -3.165  -1.486  2.085
H  2.546  -3.727  0.237
O  1.904  -4.407  0.556
H  2.032  -5.174  -0.037
H  4.662  -0.776  -1.231
O  5.079  -1.655  -1.353
H  6.022  -1.461  -1.551
C  1.624  -0.523  -2.687
H  1.615  -0.340  -3.766
H  2.644  -0.507  -2.295
H  1.144  -1.475  -2.450
C  1.490  2.305  -2.420
H  2.503  2.291  -2.011
H  1.520  2.338  -3.516
H  0.929  3.155  -2.026
C  -2.369  1.145  2.758
H  -3.091  0.686  3.441
H  -1.766  1.899  3.270
H  -2.880  1.589  1.904
C  -0.554  -0.823  3.686
H  0.017  -0.035  4.183
H  -1.373  -1.167  4.329
H  0.091  -1.657  3.405
F  2.491  4.324  2.837
C  2.670  3.054  2.398
F  3.741  3.060  1.549
F  3.004  2.287  3.479
C  1.381  2.461  1.676
O  0.339  3.124  1.606
O  1.618  1.255  1.230

***

C24H16Cl2IrN3O4 | wB97M-V/def2-TZVPD

Results
molar mass	673.5	g/mol
charge	+1
DFT total energy	-65684.4961	eV
orbital gap (alpha / beta)	5.9 / 4.0	eV
spin multiplicity	2
highest occupied orbital energy (alpha / beta)	-10.47 / -10.47	eV
⟨S²⟩	0.812

Atoms and positions in Å:
Ir  0.201  -0.108  -0.177
C  1.497  -4.318  0.261
O  0.665  -4.615  1.374
C  -0.347  -3.837  1.800
C  -1.163  -4.404  2.760
C  -2.241  -3.705  3.298
C  -2.517  -2.424  2.884
C  -1.713  -1.790  1.923
C  -2.109  -0.462  1.547
N  -1.462  0.316  0.726
N  -1.979  1.584  0.485
C  -1.235  2.225  -0.373
O  -0.181  1.720  -0.952
C  -1.607  3.609  -0.742
C  -2.610  4.280  -0.043
C  -2.946  5.576  -0.394
C  -2.287  6.205  -1.443
C  -1.289  5.539  -2.140
C  -0.947  4.243  -1.790
C  -0.598  -2.490  1.362
O  0.198  -1.987  0.456
H  2.117  -5.204  0.145
H  2.125  -3.449  0.453
H  0.906  -4.160  -0.642
H  -0.941  -5.413  3.076
H  -2.863  -4.183  4.041
H  -3.358  -1.884  3.296
H  -3.021  -0.054  1.969
H  -3.117  3.780  0.770
H  -3.721  6.097  0.150
H  -2.553  7.217  -1.717
H  -0.780  6.030  -2.957
H  -0.173  3.715  -2.329
Cl  3.781  2.242  2.453
C  3.966  1.453  0.967
C  5.190  1.441  0.307
C  5.339  0.796  -0.905
Cl  6.858  0.810  -1.676
C  4.241  0.111  -1.536
C  4.294  -0.572  -2.765
C  3.151  -1.174  -3.243
C  1.962  -1.096  -2.509
N  1.903  -0.458  -1.347
C  3.021  0.131  -0.872
C  2.832  0.794  0.398
O  1.694  0.751  0.950
H  6.036  1.946  0.751
H  5.219  -0.617  -3.320
H  3.153  -1.704  -4.184
H  1.044  -1.546  -2.861

***

CH31O18Sn | wB97M-V/def2-TZVPD

Results
molar mass	450.0	g/mol
charge	+1
DFT total energy	-44222.7391	eV
orbital gap	8.2	eV
spin multiplicity	1
highest occupied orbital energy	-12.89	eV

Atoms and positions in Å:
Sn  -3.095  1.460  -1.065
C  -0.069  0.112  0.360
O  0.470  0.998  1.025
O  0.260  -1.142  0.514
O  -0.959  0.327  -0.485
H  0.927  -1.222  1.182
O  0.325  2.350  -2.933
H  0.489  2.497  -3.898
H  -0.306  1.655  -2.800
O  -1.268  -2.418  -1.472
H  -0.703  -2.078  -0.795
H  -0.672  -2.678  -2.140
O  1.136  0.717  3.619
H  1.024  0.665  2.659
H  1.406  -0.209  3.750
O  2.841  -1.931  -0.722
H  2.131  -1.474  -1.126
H  3.393  -2.081  -1.528
O  -0.264  3.696  3.092
H  -0.302  2.759  3.155
H  -0.317  3.769  4.019
O  1.250  -3.767  0.504
H  1.020  -3.588  1.408
H  1.764  -3.047  0.167
O  -2.619  -1.814  1.497
H  -2.617  -2.682  0.980
H  -1.710  -1.578  1.420
O  1.937  2.265  -0.576
H  1.680  2.355  -1.495
H  1.244  1.791  -0.080
O  0.884  -0.436  -2.413
H  0.010  -0.445  -2.058
H  0.831  -0.531  -3.393
O  -1.401  2.889  0.209
H  -0.763  2.220  0.442
H  -0.767  3.515  -0.193
O  -3.249  0.903  1.439
H  -2.612  1.330  2.037
H  -3.178  -0.065  1.477
O  -1.856  0.451  -3.263
H  -2.257  0.942  -3.994
H  -2.270  -0.416  -3.313
O  3.799  0.596  0.661
H  3.188  1.120  0.124
H  3.686  0.943  1.559
O  2.441  -1.431  2.097
H  2.830  -2.116  2.668
H  3.125  -1.163  1.493
O  -3.684  -1.060  -1.527
H  -2.855  -1.521  -1.397
H  -4.299  -1.434  -0.892

***

C4H6S2 | wB97M-V/def2-TZVPD

Results
molar mass	118.2	g/mol
charge	0
DFT total energy	-25914.1424	eV
orbital gap	7.6	eV
spin multiplicity	1
highest occupied orbital energy	-8.85	eV

Atoms and positions in Å:
C  1.322  2.031  0.361
C  0.807  1.057  -0.667
C  0.381  -0.206  -0.003
S  1.312  -1.550  -0.038
C  -0.890  -0.287  0.622
S  -2.224  0.033  -0.153
H  2.193  1.587  0.921
H  0.684  2.235  1.166
H  1.516  3.050  -0.050
H  1.552  0.909  -1.429
H  -0.117  1.462  -1.118
H  -0.957  -0.549  1.689

***

C2H7BrN3O2S | wB97M-V/def2-TZVPD

Results
molar mass	217.1	g/mol
charge	+1
DFT total energy	-91622.1322	eV
orbital gap	10.4	eV
spin multiplicity	1
highest occupied orbital energy	-14.88	eV

Atoms and positions in Å:
C  2.016  -0.275  0.729
S  1.416  0.381  -0.800
O  1.484  -0.595  -1.833
O  2.038  1.642  -1.028
N  -0.250  0.809  -0.580
C  -1.221  0.065  -0.069
N  -2.496  0.543  -0.010
N  -0.898  -1.178  0.356
Br  -2.211  -2.163  1.240
H  1.275  -0.783  1.327
H  2.518  0.525  1.254
H  2.757  -0.999  0.406
H  -0.477  1.734  -0.918
H  -2.869  0.715  0.915
H  -2.651  1.321  -0.637
H  -0.431  -1.742  -0.351

***

BH5N2 | wB97M-V/def2-TZVPD

Results
molar mass	43.9	g/mol
charge	0
DFT total energy	-3737.0844	eV
orbital gap	11.1	eV
spin multiplicity	1
highest occupied orbital energy	-10.48	eV

Atoms and positions in Å:
H  1.661  2.466  0.319
B  1.432  1.422  -0.009
N  1.556  0.205  -0.115
H  1.141  -0.756  -0.054
N  -1.562  -1.112  0.107
H  -2.133  -0.687  -0.655
H  -0.650  -1.225  -0.333
H  -1.445  -0.313  0.740

***

C33H66N3O9 | wB97M-V/def2-TZVPD

Results
molar mass	648.9	g/mol
charge	-3
DFT total energy	-58182.4433	eV
orbital gap	3.8	eV
spin multiplicity	1
highest occupied orbital energy	1.59	eV

Atoms and positions in Å:
C  -5.256  -1.054  -2.014
C  -4.595  -0.317  -3.184
O  -3.860  -0.872  -4.027
O  -4.818  0.938  -3.175
H  -5.329  -2.114  -2.302
H  -6.266  -0.670  -1.859
H  -4.691  -1.015  -1.082
C  -1.036  -0.463  -2.278
C  -1.624  0.833  -1.733
O  -1.746  1.835  -2.466
O  -2.024  0.853  -0.516
H  0.059  -0.422  -2.244
H  -1.344  -0.590  -3.317
H  -1.320  -1.352  -1.715
C  2.048  -1.225  -5.738
C  0.671  -0.495  -5.811
O  0.604  0.631  -5.273
O  -0.229  -1.054  -6.487
H  2.060  -1.763  -4.785
H  2.834  -0.468  -5.695
H  2.153  -1.915  -6.575
C  2.004  1.627  -2.461
C  2.574  0.450  -1.663
C  2.536  -0.825  -2.528
C  3.373  -1.998  -2.033
C  4.785  -1.641  -1.585
C  4.906  -0.339  -0.784
N  4.008  0.691  -1.369
O  4.246  1.971  -0.828
C  4.615  -0.516  0.714
C  6.328  0.218  -0.981
C  1.782  0.209  -0.369
H  0.945  1.379  -2.593
H  2.392  1.568  -3.480
H  2.133  2.611  -2.025
H  1.532  -1.210  -2.701
H  2.978  -0.542  -3.489
H  3.409  -2.703  -2.867
H  2.847  -2.518  -1.224
H  5.407  -1.484  -2.473
H  5.245  -2.459  -1.024
H  5.557  -0.936  1.104
H  4.557  0.462  1.190
H  3.854  -1.243  0.974
H  6.534  1.119  -0.395
H  7.156  -0.470  -0.797
H  6.427  0.592  -2.006
H  0.732  0.346  -0.641
H  2.038  1.020  0.316
H  1.915  -0.770  0.085
H  4.902  2.349  -1.422
C  -3.456  -3.418  2.948
C  -2.122  -2.738  2.666
C  -1.134  -3.348  3.721
C  -0.542  -4.700  3.304
C  0.203  -4.511  2.007
C  -0.746  -4.112  0.872
N  -1.569  -3.008  1.338
O  -2.286  -2.375  0.295
C  0.206  -3.558  -0.220
C  -1.602  -5.290  0.408
C  -2.206  -1.194  2.846
H  -3.892  -3.023  3.869
H  -4.161  -3.130  2.161
H  -3.365  -4.503  2.978
H  -0.302  -2.657  3.884
H  -1.661  -3.474  4.671
H  0.113  -4.978  4.138
H  -1.327  -5.460  3.297
H  0.713  -5.453  1.765
H  1.044  -3.822  2.111
H  0.782  -2.678  0.061
H  -0.392  -3.300  -1.095
H  0.931  -4.320  -0.527
H  -2.272  -5.594  1.209
H  -0.948  -6.136  0.177
H  -2.111  -4.924  -0.483
H  -2.795  -0.988  3.743
H  -1.199  -0.804  3.000
H  -2.631  -0.688  1.980
H  -1.726  -1.587  0.164
C  -0.108  5.823  1.394
C  -0.805  4.669  0.651
C  0.150  3.459  0.626
C  0.281  2.726  1.959
C  -1.077  2.212  2.416
C  -2.021  3.403  2.542
N  -2.033  4.183  1.321
O  -3.072  5.139  1.322
C  -3.396  2.755  2.814
C  -1.764  4.221  3.822
C  -1.096  5.071  -0.779
H  0.649  6.299  0.766
H  0.350  5.519  2.335
H  -0.796  6.645  1.633
H  -0.314  2.672  0.016
H  1.110  3.811  0.243
H  0.603  3.504  2.667
H  0.996  1.905  1.959
H  -1.040  1.579  3.304
H  -1.508  1.569  1.645
H  -3.731  2.197  1.931
H  -3.310  1.999  3.596
H  -4.242  3.419  3.005
H  -1.645  3.621  4.731
H  -0.897  4.888  3.812
H  -2.601  4.871  4.109
H  -0.196  5.426  -1.287
H  -1.835  5.876  -0.781
H  -1.462  4.216  -1.357
H  -2.750  5.834  1.927

***

C36H37IrN10O3S2 | wB97M-V/def2-TZVPD

Results
molar mass	914.1	g/mol
charge	+1
DFT total energy	-83476.1284	eV
orbital gap (alpha / beta)	5.6 / 5.6	eV
spin multiplicity	6
highest occupied orbital energy (alpha / beta)	-8.51 / -10.82	eV
⟨S²⟩	8.815

Atoms and positions in Å:
Ir  -0.098  0.989  -0.405
C  -3.689  -2.729  -2.981
S  -2.885  -1.296  -3.757
C  -2.282  -0.394  -2.418
S  -2.437  -0.794  -0.807
N  -1.671  0.806  -2.810
N  -0.291  0.965  -2.481
C  0.297  1.930  -3.186
C  1.189  2.839  -2.587
C  1.917  3.811  -3.317
C  2.722  4.697  -2.651
C  2.818  4.622  -1.255
C  2.060  3.673  -0.597
N  1.275  2.817  -1.228
H  -4.765  -2.611  -3.068
H  -3.391  -2.787  -1.936
H  -3.364  -3.610  -3.527
H  -0.008  2.070  -4.217
H  1.801  3.846  -4.388
H  3.273  5.453  -3.191
H  3.449  5.298  -0.705
H  2.079  3.617  0.485
C  1.131  -3.304  4.686
C  0.740  -2.058  3.966
C  -0.547  -1.529  4.081
C  -0.942  -0.454  3.328
C  -0.077  0.164  2.400
N  -0.526  1.169  1.580
C  -1.452  2.041  2.112
C  -1.321  2.410  3.464
C  -2.202  3.254  4.094
C  -3.290  3.792  3.405
C  -4.238  4.728  4.080
C  -3.440  3.457  2.069
C  -2.550  2.608  1.406
N  -2.769  2.337  0.065
C  -3.965  2.319  -0.609
C  -3.766  2.037  -1.910
C  -2.290  1.959  -2.116
N  -1.763  2.027  -0.766
C  1.236  -0.353  2.319
C  1.620  -1.443  3.087
N  2.182  0.174  1.429
C  3.520  0.199  1.612
C  4.093  0.533  0.407
C  3.022  0.689  -0.474
N  1.880  0.481  0.161
H  0.567  -3.419  5.607
H  2.195  -3.326  4.914
H  0.913  -4.165  4.051
H  -1.250  -1.998  4.751
H  -1.961  -0.109  3.389
H  -0.480  2.020  4.015
H  -2.050  3.501  5.133
H  -4.262  4.540  5.151
H  -5.244  4.634  3.678
H  -3.916  5.761  3.935
H  -4.258  3.890  1.513
H  -4.887  2.485  -0.093
H  -4.498  1.935  -2.682
H  -1.923  2.828  -2.701
H  2.613  -1.849  2.959
H  3.960  0.002  2.568
H  5.133  0.639  0.180
H  3.034  0.901  -1.523
C  3.542  -3.162  -0.156
C  3.163  -3.356  -1.620
C  1.642  -3.290  -1.877
C  1.354  -3.718  -3.329
C  -0.129  -3.629  -3.662
C  0.976  -4.281  -0.945
O  1.124  -5.474  -1.036
N  0.212  -3.731  0.050
C  -0.155  -2.394  0.177
O  -0.938  -2.080  1.055
N  0.367  -1.511  -0.693
C  1.213  -1.819  -1.685
O  1.683  -0.975  -2.420
H  4.625  -3.099  -0.071
H  3.203  -4.001  0.449
H  3.113  -2.246  0.246
H  3.508  -4.339  -1.946
H  3.640  -2.589  -2.235
H  1.689  -4.751  -3.440
H  1.928  -3.084  -4.007
H  -0.714  -4.218  -2.957
H  -0.317  -4.016  -4.660
H  -0.458  -2.594  -3.626
H  -0.245  -4.364  0.699

***

C4H12N3O | wB97M-V/def2-TZVPD

Results
molar mass	118.2	g/mol
charge	+1
DFT total energy	-10852.0316	eV
orbital gap	9.1	eV
spin multiplicity	1
highest occupied orbital energy	-12.61	eV

Atoms and positions in Å:
C  1.697  -0.183  0.038
C  -0.904  -0.471  -1.372
C  -1.150  0.844  0.820
C  -0.818  -0.475  0.129
N  2.635  -1.032  0.368
N  -1.071  -1.633  0.665
N  -0.424  1.948  0.288
O  2.149  0.948  -0.429
H  -1.843  0.122  -1.744
H  -0.019  -0.036  -1.783
H  -1.131  -1.513  -1.677
H  -1.070  0.879  1.899
H  -2.281  0.992  0.578
H  2.649  -1.992  0.491
H  3.632  -0.635  0.507
H  -1.246  -2.395  -0.022
H  -1.210  -1.747  1.699
H  -0.173  2.630  0.921
H  -0.715  2.336  -0.618
H  1.294  1.414  -0.758